Below is a 13-piece molecular cluster, H26O13 overall, with properties calculated with the ωB97M-V functional and the def2-TZVPD basis.

Energy above the lowest of the compared OMol25 structures with the same formula, charge and spin: 668.9 kJ/mol
Kohn-Sham gap: 8.06 eV
Total charge: 0
E_LUMO: -0.64 eV

Each line ends with the natural charge from an NBO analysis.
Cartesian coordinates (Å):
1 O -4.007 -0.301 1.656  -0.964
2 O -2.303 2.146 3.246  -0.939
3 O -4.268 0.702 -0.327  -0.949
4 O 1.567 -2.283 -2.906  -0.953
5 O 0.422 0.870 0.439  -0.936
6 O 2.792 -2.247 0.557  -0.917
7 O 1.952 3.198 -1.004  -0.923
8 O -1.571 -0.413 -2.592  -0.945
9 O 3.791 -1.786 -2.186  -0.920
10 O 1.968 0.090 -1.752  -0.940
11 O 0.150 1.785 4.983  -0.939
12 O 0.366 -2.953 2.707  -0.929
13 O -0.689 1.193 -2.963  -0.915
14 H 1.988 0.938 -2.209  0.473
15 H -3.594 0.758 0.360  0.465
16 H -4.345 -1.125 2.024  0.496
17 H -2.301 1.184 3.177  0.465
18 H 2.427 -2.284 1.448  0.450
19 H 2.343 -2.092 -3.445  0.462
20 H 1.841 0.326 -0.826  0.466
21 H 1.976 2.968 -0.068  0.471
22 H -1.567 1.533 -3.173  0.475
23 H -0.714 1.372 4.876  0.465
24 H 4.435 -2.429 -2.505  0.467
25 H 3.841 -1.067 -2.826  0.461
26 H -2.773 2.436 2.456  0.475
27 H -2.092 -0.788 -1.874  0.450
28 H -0.664 1.189 -1.999  0.455
29 H 0.151 2.498 4.334  0.475
30 H 0.837 -2.119 2.818  0.458
31 H 3.108 -1.341 0.470  0.466
32 H -0.446 0.571 0.145  0.483
33 H 1.621 2.401 -1.432  0.450
34 H 0.413 -3.125 1.760  0.475
35 H -5.014 0.276 0.112  0.477
36 H -4.154 0.346 2.355  0.475
37 H -0.882 -1.068 -2.749  0.480
38 H 0.936 0.058 0.514  0.463
39 H 1.262 -1.416 -2.617  0.473

Force components x, y, z for each atom (eV/Å):
O 0.1320 -1.1100 2.5781
O -0.2484 -0.2336 -0.1131
O -0.0759 1.2371 -1.8080
O -1.6815 -0.5406 -1.0101
O 0.0409 0.0110 0.2420
O -0.4536 0.3167 0.3013
O 0.1661 -0.0796 -0.0098
O -3.3060 -5.9467 2.1041
O 1.6247 0.1481 -0.0176
O 0.1555 0.5266 -0.0103
O 0.0478 -0.1345 -0.0532
O 0.1516 0.2059 -0.1653
O 3.6145 6.7303 -1.2574
H -0.0288 -0.2126 -0.2536
H -0.4803 -0.1346 -0.7274
H 0.1840 -0.1648 0.0806
H 0.1580 -0.0107 -0.0547
H 0.2690 -0.2123 0.0713
H -0.4525 -0.2341 0.3781
H 0.0941 0.1481 -0.5050
H -0.0943 0.0271 -0.0628
H 0.3065 -0.0565 -0.0302
H 0.1367 0.2276 0.0730
H 0.1137 -0.0539 0.1600
H 0.1583 0.1866 0.2905
H 0.0957 0.2041 0.0258
H -0.5899 -0.7679 -0.0231
H 0.0368 0.1306 -0.5977
H -0.1123 -0.0699 0.0523
H -0.1697 -0.0074 0.2127
H 0.3101 -0.1686 -0.2836
H 0.0029 -0.0528 -0.0128
H -0.2888 0.4870 0.2062
H -0.0794 -0.1433 -0.0423
H 0.4524 0.2067 -0.2480
H -0.1998 -0.0486 0.1908
H -0.0044 -0.1084 -0.2126
H -0.3879 -0.2414 0.4266
H 0.4023 -0.0607 0.1052

=====

Below is a 6-piece molecular cluster, C39H44N2O4S2 overall, with properties calculated with the ωB97M-V functional and the def2-TZVPD basis.

Energy above the lowest of the compared OMol25 structures with the same formula, charge and spin: 66.3 kJ/mol
Kohn-Sham gap: 3.98 eV
Total charge: -2
E_LUMO: 2.93 eV

Each line ends with the Mulliken charge.
Cartesian coordinates (Å):
1 S 4.333 -3.921 3.229  -0.206
2 S 1.532 0.201 5.515  -0.323
3 O 3.939 -1.888 5.599  -0.696
4 O 6.479 -4.534 4.815  -0.669
5 O 8.042 -3.580 3.622  -0.781
6 O 6.045 -1.525 6.093  -0.710
7 N 5.805 -2.949 3.202  -0.279
8 N 6.429 1.552 3.174  -0.790
9 C -7.935 -1.126 0.037  -0.210
10 C 2.764 3.794 -9.764  -0.336
11 C -0.933 0.287 -7.584  -0.307
12 C 0.760 3.966 -7.850  -0.568
13 C 1.127 5.092 -8.575  -0.337
14 C -8.496 -0.750 5.691  -0.293
15 C 3.571 0.141 3.607  -0.560
16 C 0.188 -0.463 -7.254  -0.608
17 C 2.394 2.668 -9.041  -0.533
18 C -7.069 -1.576 3.941  0.075
19 C -0.679 1.680 -1.802  -0.364
20 C -0.252 -0.097 -4.918  -0.396
21 C -1.816 0.631 0.039  -0.328
22 C 2.146 -0.403 3.888  -0.258
23 C 5.521 -1.595 3.755  1.608
24 C 1.395 2.754 -8.081  0.013
25 C -8.159 -0.817 4.346  -0.533
26 C 6.764 0.645 4.004  0.571
27 C -5.843 -0.199 -0.705  -0.160
28 C -5.925 -2.441 0.159  -0.381
29 C -1.717 0.839 -6.581  -0.555
30 C -1.855 1.390 -1.124  -0.538
31 C -6.315 -2.264 4.881  -0.567
32 C -7.291 -2.311 0.366  -0.613
33 C 2.133 5.007 -9.528  -0.428
34 C 0.575 0.454 -0.154  -0.216
35 C 5.130 -1.669 5.265  0.439
36 C -6.647 -2.190 6.227  -0.342
37 C -0.603 0.160 0.522  -0.550
38 C 6.865 -0.817 3.656  -1.445
39 C -7.209 -0.069 -0.495  -0.590
40 C 0.527 -0.658 -5.922  -0.358
41 C 7.135 1.076 5.433  -1.587
42 C -7.739 -1.435 6.632  -0.431
43 C 0.536 1.216 -1.314  -0.809
44 C 4.491 -0.857 2.878  -1.611
45 C -5.201 -1.386 -0.381  -0.404
46 C 6.839 -3.732 3.956  0.712
47 C -1.375 0.650 -5.248  -0.215
48 H 1.423 0.002 3.169  0.080
49 H 2.478 1.071 5.916  0.099
50 H 3.437 1.005 2.940  0.393
51 H -2.733 0.406 0.570  0.530
52 H 1.112 1.880 -7.516  0.391
53 H -0.022 4.032 -7.104  0.380
54 H -6.809 -1.630 2.892  0.299
55 H 6.285 1.522 5.947  0.271
56 H -0.573 -0.436 1.426  0.427
57 H 1.454 1.447 -1.839  0.403
58 H 1.399 -1.245 -5.665  0.395
59 H 5.066 -0.270 2.157  0.131
60 H 4.817 -5.018 2.605  0.071
61 H 2.424 5.887 -10.089  0.345
62 H 7.589 0.257 5.985  0.311
63 H 7.265 -0.934 2.643  0.650
64 H -4.136 -1.489 -0.548  0.477
65 H 0.016 -0.243 -3.880  0.478
66 H -8.000 -1.380 7.681  0.347
67 H -1.196 0.441 -8.623  0.364
68 H -2.803 1.755 -1.502  0.341
69 H 7.610 -1.248 4.320  0.558
70 H -7.855 -3.135 0.785  0.386
71 H 3.858 -1.517 2.279  0.637
72 H 0.799 -0.895 -8.037  0.392
73 H 3.986 0.547 4.526  0.206
74 H -6.053 -2.720 6.961  0.368
75 H 6.437 2.455 3.651  0.247
76 H -8.745 -0.278 3.612  0.362
77 H -7.709 0.859 -0.746  0.366
78 H 0.630 6.037 -8.395  0.356
79 H 7.909 1.849 5.309  0.533
80 H 3.546 3.726 -10.510  0.355
81 H 1.522 0.090 0.225  0.512
82 H -9.349 -0.162 6.007  0.351
83 H 2.087 -1.488 3.819  0.392
84 H -1.984 1.083 -4.465  0.417
85 H -9.001 -1.026 0.197  0.415
86 H -2.596 1.419 -6.837  0.399
87 H -5.466 -2.857 4.565  0.375
88 H 2.886 1.721 -9.225  0.360
89 H -0.709 2.268 -2.711  0.591
90 H -5.277 0.625 -1.122  0.303
91 H -5.422 -3.364 0.418  0.402

Force components x, y, z for each atom (eV/Å):
S -0.4718 0.1213 -0.1313
S -0.6787 -0.1972 0.1096
O -0.3178 0.0212 -1.2224
O -1.0901 -0.3530 0.2377
O -0.5426 1.0742 -0.8841
O 0.9261 0.3986 -0.0613
N -0.5217 -0.6569 0.0357
N -0.0393 -0.1556 -0.5682
C -0.0049 0.0052 0.0038
C -0.0056 -0.0058 -0.0168
C -0.0831 -0.1075 -0.0330
C -0.0041 0.0310 -0.0286
C -0.0112 0.0040 -0.0002
C -0.0186 0.0074 0.0031
C -0.6367 -0.0711 -0.6211
C -0.0568 -0.0981 0.0113
C -0.0022 0.0290 -0.0188
C 0.0104 0.0013 -0.0054
C -0.0023 0.0376 -0.0115
C 0.0098 -0.0099 0.0548
C -0.0336 -0.0392 -0.0039
C 0.2767 0.7799 0.2038
C 0.5315 0.0622 0.1237
C 0.0679 0.0746 0.0017
C -0.0205 -0.0161 0.0097
C -0.0368 0.3078 0.9316
C -0.0118 0.0042 -0.0001
C -0.0131 -0.0359 -0.0111
C 0.0060 0.0147 0.0097
C -0.0292 -0.0198 -0.0197
C -0.0025 -0.0125 0.0038
C -0.0307 -0.0265 -0.0516
C -0.0067 0.0006 -0.0160
C 0.0316 -0.0366 0.0240
C -0.7295 -0.3913 1.4345
C -0.0203 -0.0232 0.0111
C 0.0034 -0.0057 -0.0101
C 0.3963 0.2189 -0.3193
C -0.0036 0.0106 -0.0009
C 0.0097 0.0109 -0.0373
C 0.8085 -0.0547 -0.7261
C -0.0030 -0.0063 -0.0035
C -0.0081 -0.0159 -0.0128
C -0.1460 0.5564 -0.0824
C 0.0600 0.0050 -0.0037
C 2.1789 -0.7589 0.6952
C 0.0147 0.0112 -0.0492
H 0.1839 0.0189 -0.0965
H 0.1072 -0.3599 -0.4283
H 0.1106 0.0282 0.1041
H 0.0087 0.0162 0.0169
H 0.0123 0.0182 0.0426
H 0.0107 -0.0187 0.0074
H 0.0182 0.0261 0.0075
H -0.0326 -0.2747 0.1321
H 0.0378 0.0272 0.0118
H 0.0038 -0.0018 0.0127
H -0.0002 0.0124 0.0132
H -0.0148 -0.1257 -0.0393
H 0.1996 0.4206 -0.0213
H -0.0033 -0.0029 0.0001
H -0.4783 -0.0208 0.2232
H -0.2889 0.1175 -0.0414
H -0.0006 0.0135 0.0132
H -0.0236 0.0110 0.0025
H 0.0087 0.0086 -0.0017
H 0.0124 0.0137 0.0033
H 0.0040 0.0141 0.0082
H -0.2577 -0.2618 0.0391
H 0.0041 0.0066 0.0103
H 0.1674 -0.2646 0.2530
H -0.0043 0.0023 -0.0004
H 0.2614 -0.3033 -0.0120
H 0.0070 0.0063 -0.0070
H 0.0140 0.0428 -0.0241
H 0.0124 -0.0016 -0.0071
H 0.0029 -0.0032 0.0010
H 0.0144 0.0008 0.0098
H -0.1806 0.0761 0.0904
H 0.0039 0.0025 0.0094
H -0.0142 0.0073 0.0319
H 0.0114 0.0077 0.0019
H 0.2493 0.0112 0.6038
H 0.0108 -0.0282 0.0191
H 0.0045 0.0010 0.0090
H 0.0064 0.0040 -0.0023
H 0.0168 0.0297 0.0063
H 0.0088 0.0055 0.0217
H 0.0243 0.0266 0.0185
H 0.0080 -0.0065 0.0078
H 0.0047 0.0068 -0.0047

=====

Below is one molecule with the formula C3H3NO, with properties calculated with the ωB97M-V functional and the def2-TZVPD basis.

Energy above the lowest of the compared OMol25 structures with the same formula, charge and spin: 24.4 kJ/mol
Kohn-Sham gap: 11.25 eV
SMILES: N#CCC=O
Total charge: 0
E_LUMO: 0.41 eV

Each line ends with the natural charge from an NBO analysis.
Cartesian coordinates (Å):
1 O -2.164 0.299 0.204  -0.486
2 N 2.505 0.379 -0.253  -0.298
3 C -1.002 0.572 0.057  0.451
4 C 0.064 -0.525 0.029  -0.630
5 C 1.430 -0.028 -0.129  0.271
6 H -0.181 -1.207 -0.793  0.281
7 H -0.650 1.615 -0.071  0.130
8 H -0.003 -1.104 0.956  0.281

Force components x, y, z for each atom (eV/Å):
O 0.5554 0.1817 -0.0636
N -1.0777 -0.3725 0.1261
C -0.3710 -0.1414 0.0503
C 0.0190 -0.0828 -0.0025
C 0.9471 0.3905 -0.1495
H 0.0440 0.0801 0.1049
H -0.0555 -0.1225 0.0259
H -0.0613 0.0669 -0.0916

=====

Below is one molecule with the formula C4H7ClO4S, with properties calculated with the ωB97M-V functional and the def2-TZVPD basis.

Energy above the lowest of the compared OMol25 structures with the same formula, charge and spin: 0.0 kJ/mol
Kohn-Sham gap: 10.93 eV
Total charge: 0
E_LUMO: 0.56 eV

Each line ends with the natural charge from an NBO analysis.
Cartesian coordinates (Å):
1 Cl -0.515 1.837 -2.025  -0.049
2 S 1.448 0.466 1.244  1.739
3 O 0.910 1.490 0.074  -0.721
4 O -1.815 0.220 1.293  -0.703
5 O 1.915 -0.719 0.253  -0.710
6 O 2.672 1.036 1.726  -0.890
7 C -0.470 -1.177 -0.219  -0.480
8 C -1.233 0.153 0.002  0.037
9 C 0.957 -1.116 -0.751  -0.088
10 C -0.465 1.461 -0.276  0.086
11 H -1.054 -1.800 -0.897  0.240
12 H -2.074 0.186 -0.689  0.212
13 H -0.451 -1.715 0.733  0.226
14 H 1.282 -2.106 -1.060  0.212
15 H -1.161 -0.046 1.950  0.468
16 H 1.044 -0.432 -1.596  0.204
17 H -0.989 2.262 0.239  0.218

Force components x, y, z for each atom (eV/Å):
Cl -0.0550 -0.0384 0.0383
S 0.1630 -0.0854 -0.0433
O -0.0793 0.1902 0.1964
O -0.0131 -0.0357 -0.0052
O 0.0557 -0.0477 0.0515
O -0.1460 0.0023 -0.0653
C 0.0386 -0.0579 -0.0698
C -0.0109 0.0122 -0.0172
C -0.0813 0.1221 0.0417
C 0.1404 -0.1338 -0.0920
H 0.0303 0.0280 -0.0335
H -0.0549 0.0188 0.0937
H -0.0453 -0.0228 -0.0203
H -0.0133 -0.0022 0.0057
H 0.0320 0.0452 0.0081
H 0.0133 -0.0587 0.0015
H 0.0259 0.0640 -0.0903

=====

The lowest E_LUMO belongs to which entry? H26O13